Molecular formula: AlH10O5
Method: DFT, ωB97M-V/def2-TZVPD

Last column: natural (NBO) charge in e.
Cartesian coordinates (Å):
Al (0.99671, 0.38990, 0.01655)  1.000
O (-2.80219, -1.30880, -3.74668)  -0.607
H (-2.71988, -1.22370, -4.69653)  0.504
H (-3.74499, -1.36643, -3.59170)  0.504
O (2.46727, -3.59826, -3.68213)  -0.597
H (2.04931, -3.94765, -4.46920)  0.503
H (3.39498, -3.80798, -3.78982)  0.505
O (-4.01261, 0.28958, 2.42944)  -0.623
H (-4.08307, -0.41687, 3.07147)  0.496
H (-4.59802, 0.97185, 2.75812)  0.505
O (4.45407, 4.84253, -0.55699)  -0.586
H (5.37127, 4.76164, -0.81861)  0.504
H (4.37787, 5.73608, -0.22237)  0.506
O (-0.17944, -0.41692, 5.43401)  -0.618
H (-0.57737, 0.29888, 5.92950)  0.500
H (-0.39392, -1.20385, 5.93496)  0.504

Atomic forces in eV per Å
Al 0.1 0.0 0.0
O 0.7 0.0 0.6
H 0.2 0.1 -0.9
H -0.9 -0.1 0.3
O -0.4 0.5 0.6
H -0.5 -0.4 -0.7
H 1.0 -0.2 0.0
O 0.6 0.0 -0.6
H -0.1 -0.7 0.5
H -0.6 0.8 0.2
O -0.6 -0.7 0.0
H 0.9 -0.2 -0.3
H -0.2 0.9 0.3
O 0.2 0.1 -0.8
H -0.2 0.8 0.5
H 0.0 -0.9 0.5

Output
net charge	+3
lowest unoccupied orbital energy	-0.6832	Ha
calculated total energy	-16956.668	eV
2S+1	1

***

Molecular formula: AlH10O5
Method: DFT, ωB97M-V/def2-TZVPD

Last column: natural (NBO) charge in e.
Cartesian coordinates (Å):
Al (0.21278, -0.49704, -0.18227)  1.060
O (-2.18092, -3.80588, -1.14233)  -0.641
H (-2.84903, -4.21322, -0.59103)  0.510
H (-1.97394, -4.47056, -1.79929)  0.512
O (-3.41755, 0.28680, -2.25976)  -0.620
H (-3.65946, -0.13366, -3.08495)  0.510
H (-4.22650, 0.69622, -1.95284)  0.512
O (1.82221, 3.24424, 1.10782)  -0.633
H (1.99385, 4.03561, 0.59741)  0.511
H (2.28594, 3.38569, 1.93315)  0.509
O (-0.16315, -0.14768, 3.98439)  -0.640
H (-1.09300, -0.10483, 4.20747)  0.504
H (0.28049, -0.25910, 4.82523)  0.516
O (3.93971, 0.60887, -1.82535)  -0.630
H (4.43929, 1.42048, -1.73627)  0.508
H (4.58929, -0.04591, -2.08137)  0.512

Atomic forces in eV per Å
Al 0.0 0.0 0.0
O 0.4 1.0 0.1
H -0.7 -0.4 0.6
H 0.3 -0.7 -0.7
O 0.9 -0.1 0.5
H -0.2 -0.4 -0.9
H -0.8 0.5 0.4
O -0.5 -0.9 -0.3
H 0.1 0.8 -0.6
H 0.4 0.1 0.9
O 0.3 0.0 -1.0
H -0.9 0.1 0.2
H 0.6 -0.1 0.8
O -0.9 -0.1 0.3
H 0.4 0.9 0.0
H 0.6 -0.8 -0.4

Output
net charge	+3
lowest unoccupied orbital energy	-0.7141	Ha
calculated total energy	-16955.886	eV
2S+1	1

***

Molecular formula: AlH10O5
Method: DFT, ωB97M-V/def2-TZVPD

Last column: natural (NBO) charge in e.
Cartesian coordinates (Å):
Al (14.46545, -30.14102, 27.43959)  2.071
O (13.58159, -32.63317, 28.33884)  -0.892
H (14.22717, -33.03914, 28.96161)  0.546
H (13.25699, -33.38172, 27.78326)  0.557
O (12.01381, -30.17247, 28.59953)  -0.949
H (11.41423, -29.55045, 29.06921)  0.568
H (11.57918, -31.04675, 28.63320)  0.545
O (17.10040, -30.07238, 26.70957)  -0.904
H (17.49076, -30.32063, 25.84210)  0.550
H (17.73651, -30.40962, 27.38124)  0.548
O (14.29763, -30.19496, 24.60986)  -0.944
H (13.56371, -29.84230, 24.06261)  0.545
H (14.90999, -30.61857, 23.97360)  0.541
O (15.41649, -27.92140, 26.00560)  -0.866
H (16.22499, -27.86180, 25.45349)  0.545
H (14.75583, -27.34107, 25.56653)  0.539

Atomic forces in eV per Å
Al -0.3 -0.5 -2.0
O 0.7 0.9 -0.2
H -0.3 0.1 -0.1
H 0.3 0.4 -0.1
O 1.0 -0.1 -0.7
H 0.6 0.2 -0.2
H 0.4 0.1 0.0
O -0.8 -0.2 0.9
H -0.4 -0.2 0.2
H -0.2 0.1 -0.2
O 0.2 0.4 0.6
H 0.0 -0.3 0.3
H -0.3 -0.2 0.3
O -0.8 0.0 0.8
H -0.2 -0.4 0.3
H 0.2 -0.3 0.2

Output
net charge	+3
lowest unoccupied orbital energy	-0.7008	Ha
calculated total energy	-16959.155	eV
2S+1	1

***

Molecular formula: AlH4O2
Method: DFT, ωB97M-V/def2-TZVPD

Last column: natural (NBO) charge in e.
Cartesian coordinates (Å):
Al (-0.47221, 0.64263, -1.01175)  2.193
O (-2.23426, -0.52562, 0.99463)  -0.656
H (-3.16668, -0.34813, 1.32383)  0.594
H (-1.96068, -1.39180, 1.41162)  0.574
O (2.22726, 0.57169, -0.97094)  -0.882
H (2.95451, 0.73543, -1.63208)  0.602
H (2.65207, 0.31580, -0.11532)  0.574

Atomic forces in eV per Å
Al 1.6 -0.6 0.4
O 1.1 0.7 1.0
H -0.1 0.0 -0.9
H -0.2 -0.1 -0.6
O -1.2 -0.2 0.6
H -0.7 0.2 -0.5
H -0.4 0.0 0.1

Output
net charge	+3
lowest unoccupied orbital energy	-0.8527	Ha
calculated total energy	-10711.407	eV
2S+1	1

***

Molecular formula: AsF6H80O40
Method: DFT, ωB97M-V/def2-TZVPD

Last column: Mulliken charge in e.
Cartesian coordinates (Å):
As (0.58515, -0.18939, -0.11923)  1.995
F (-0.32559, -1.12773, 1.13685)  -0.309
F (1.95486, -1.35022, 0.18609)  -0.682
F (1.37470, 0.78934, -1.36728)  -0.280
F (-1.00439, 0.73297, -0.33608)  -0.376
F (1.22406, 0.95338, 1.11341)  -0.111
F (0.01454, -1.29478, -1.38934)  -0.446
O (2.54272, 3.04021, -0.27466)  -0.154
H (1.88048, 3.73100, -0.25282)  0.277
H (2.12812, 2.32548, -0.75788)  -0.080
O (2.10963, 3.14069, 2.41121)  -0.463
H (1.53948, 3.25587, 1.65102)  0.135
H (2.61394, 2.35100, 2.21551)  0.184
O (-3.06175, 4.54692, -2.13358)  -0.619
H (-2.30327, 4.84105, -1.62918)  0.313
H (-3.77535, 5.11783, -1.84886)  0.282
O (6.05051, 3.31052, -2.21079)  -0.719
H (6.20363, 3.39377, -3.15198)  0.357
H (5.17696, 2.92511, -2.14293)  0.293
O (-0.59875, 2.60031, 3.06726)  -0.566
H (0.22721, 3.06625, 2.93722)  0.237
H (-1.06884, 2.70994, 2.24068)  0.160
O (-0.41338, -5.45818, 2.53196)  -0.590
H (0.21793, -5.17860, 1.86901)  0.320
H (-0.61629, -6.36512, 2.30277)  0.291
O (-5.43531, 0.87918, -3.23554)  -0.760
H (-4.53970, 1.14488, -3.02694)  0.356
H (-5.38350, -0.06965, -3.35066)  0.360
O (5.30353, 0.35879, 0.91631)  -0.621
H (5.82307, 1.15306, 1.04063)  0.219
H (5.31986, 0.20680, -0.02861)  0.346
O (-4.22579, -1.42492, -4.27635)  -0.677
H (-3.34258, -1.62132, -3.96395)  0.564
H (-4.11322, -1.22834, -5.20636)  0.287
O (0.57321, -4.05967, 0.22806)  -0.880
H (1.03520, -3.26437, -0.03705)  0.349
H (-0.31767, -3.76696, 0.42014)  0.501
O (-1.89065, -1.80590, -3.01523)  0.048
H (-1.04669, -1.49351, -2.68908)  0.159
H (-2.49209, -1.68320, -2.28077)  -0.060
O (4.76223, 1.41913, 4.80692)  -0.655
H (4.99972, 1.09132, 3.93953)  0.223
H (5.01764, 0.71815, 5.40661)  0.302
O (5.42948, 0.57539, -1.65146)  -0.628
H (6.12681, 1.04411, -2.11000)  0.320
H (5.12263, -0.07560, -2.28257)  0.302
O (0.83164, 0.31033, 4.31007)  -0.399
H (0.45790, 1.14402, 4.02459)  0.247
H (1.39003, 0.03600, 3.58263)  0.231
O (-1.70525, 1.55957, 5.53693)  -0.575
H (-2.63877, 1.76985, 5.56057)  0.282
H (-1.35121, 2.11682, 4.84385)  0.293
O (-1.62983, -4.29273, -4.26323)  -0.699
H (-1.76515, -3.34902, -4.17769)  0.260
H (-2.11106, -4.67182, -3.52774)  0.378
O (-1.80929, -2.97291, 4.02011)  -0.655
H (-2.62899, -3.30187, 4.38906)  0.258
H (-1.37039, -3.75180, 3.67816)  0.199
O (-5.83843, -0.45422, -0.84988)  -0.703
H (-4.93256, -0.75333, -0.77130)  0.174
H (-5.79119, 0.30382, -1.43243)  0.413
O (-5.35361, 1.48563, 2.43768)  -0.778
H (-5.45271, 0.53516, 2.49276)  0.451
H (-4.63588, 1.61657, 1.81805)  0.441
O (3.11476, -0.20290, 2.48738)  -0.170
H (2.51084, -0.24621, 1.74600)  0.005
H (3.95684, 0.03200, 2.09757)  0.119
O (-3.11798, -1.04571, -0.28125)  0.926
H (-2.52955, -0.50430, 0.24492)  -0.576
H (-2.97558, -1.93632, 0.03933)  0.150
O (-4.92794, -1.26123, 2.73541)  -0.777
H (-4.11078, -0.80527, 2.93683)  0.459
H (-4.68652, -1.90243, 2.06698)  0.274
O (-2.61006, 1.51641, -2.33285)  -0.526
H (-1.71871, 1.49458, -1.98466)  -0.010
H (-2.79672, 2.44707, -2.45639)  0.242
O (-4.58451, -3.24205, -2.10704)  -0.606
H (-4.16098, -2.49112, -2.52292)  0.167
H (-5.28120, -3.49131, -2.71427)  0.254
O (2.12305, -2.34819, -3.02820)  -0.697
H (1.39614, -2.06876, -3.58476)  0.365
H (1.92926, -1.96791, -2.17142)  0.401
O (2.79300, 1.70798, -6.19924)  -0.621
H (2.64758, 2.36106, -5.51473)  0.323
H (1.91369, 1.43681, -6.46291)  0.292
O (-3.88601, 1.78635, 0.33748)  -0.341
H (-4.58123, 2.37823, 0.05011)  0.196
H (-3.26920, 1.76746, -0.39425)  0.108
O (0.69192, -1.75526, -5.16363)  -0.667
H (0.57340, -0.92429, -5.62372)  0.285
H (-0.14729, -2.20526, -5.26090)  0.265
O (3.39750, 3.63549, 5.11056)  -0.707
H (2.96619, 3.72179, 4.26041)  0.311
H (3.89226, 2.81855, 5.04683)  0.438
O (-2.18062, -3.47689, 0.86951)  -0.361
H (-2.04284, -2.97029, 1.66989)  0.145
H (-2.71080, -4.22408, 1.14670)  0.148
O (3.51972, -2.14246, 5.06452)  -0.630
H (3.19009, -1.90566, 4.19763)  0.280
H (4.31425, -2.64681, 4.88962)  0.283
O (-2.90578, -5.42722, -1.83814)  -0.631
H (-3.45145, -4.66034, -1.66388)  0.401
H (-3.52691, -6.15164, -1.91334)  0.265
O (-0.25609, -1.38732, 5.79157)  -0.767
H (0.25286, -0.74790, 5.29322)  0.509
H (-0.71968, -1.89604, 5.12635)  0.329
O (4.05929, -0.42233, -3.79449)  -0.659
H (3.52374, 0.17235, -4.31964)  0.287
H (3.64297, -1.27764, -3.90105)  0.282
O (-0.95888, 4.56793, 0.11356)  -0.598
H (-1.18586, 4.91937, 0.97448)  0.301
H (-0.11656, 4.97147, -0.09592)  0.348
O (-2.37212, -0.64700, 2.96562)  -0.204
H (-2.24327, -1.40032, 3.54193)  0.330
H (-1.55496, -0.58021, 2.47163)  -0.080
O (1.41655, -5.13256, -2.45622)  -0.682
H (1.23591, -4.98414, -1.52801)  0.391
H (1.02978, -4.37758, -2.89969)  0.320
O (1.72880, 5.42033, 0.67453)  -0.672
H (2.61745, 5.41358, 1.03019)  0.238
H (1.19627, 5.81226, 1.36665)  0.279
O (4.63954, 5.14386, -0.47715)  -0.706
H (5.07021, 4.74900, -1.23533)  0.358
H (4.22423, 4.40828, -0.02698)  0.282
O (2.90937, 1.97240, -3.40161)  -0.682
H (3.76073, 1.53835, -3.34655)  0.388
H (2.30398, 1.36884, -2.97097)  0.305

Atomic forces in eV per Å
As -1.7 -0.5 1.6
F 1.2 1.0 -1.4
F -1.4 1.7 -0.9
F -0.5 -1.0 0.7
F 2.6 -0.6 0.3
F -1.3 -1.5 -1.8
F 0.9 0.8 1.1
O 0.3 -0.1 -0.2
H 0.0 0.5 -0.1
H 0.2 -0.2 -0.2
O -0.1 0.7 0.9
H 0.4 -0.1 -0.5
H 0.1 -0.4 0.0
O -0.1 -0.2 -0.4
H 0.4 0.0 0.5
H -0.3 0.0 0.0
O 0.3 0.1 0.0
H 0.1 0.2 -0.3
H -0.6 -0.3 0.2
O -0.3 0.2 0.1
H 0.6 0.0 0.3
H -0.4 -0.3 -0.3
O -0.4 0.0 0.6
H 0.4 0.4 -0.5
H -0.1 -0.2 0.0
O -0.6 0.8 -0.1
H 0.5 -0.1 0.0
H 0.2 -0.4 -0.2
O 0.0 0.0 1.5
H 0.1 0.2 0.0
H 0.0 0.0 -0.8
O -0.7 -0.2 -0.3
H 0.8 0.2 -0.1
H -0.1 0.1 -0.2
O 0.5 -0.4 0.0
H 0.3 0.2 0.1
H -0.8 0.1 -0.1
O -0.3 -0.2 -0.9
H 0.1 0.1 0.1
H 0.1 0.4 1.0
O 0.6 -0.2 -0.1
H -0.1 -0.1 -0.2
H -0.2 -0.3 0.3
O 0.1 0.2 -0.1
H 0.4 0.2 0.1
H -0.5 -0.4 -0.6
O 0.5 0.4 -0.5
H -0.4 0.2 0.0
H 0.5 0.0 0.0
O 0.0 0.0 0.5
H -0.2 0.0 -0.1
H 0.0 0.1 -0.4
O 0.4 0.0 -1.0
H -0.2 0.1 0.4
H -0.2 -0.3 0.6
O -0.3 -0.5 -0.1
H -0.3 0.0 0.3
H 0.6 -0.6 -0.2
O -0.7 -0.5 0.1
H 0.4 0.1 0.4
H -0.1 0.3 -0.2
O -0.5 0.8 0.8
H -0.2 -0.4 -0.2
H 0.2 -0.3 0.0
O -0.4 -0.2 0.9
H 0.3 -0.1 0.0
H 0.6 0.0 -0.6
O -0.2 -0.2 -0.8
H 0.0 0.3 0.1
H 0.1 -0.6 0.2
O -1.0 -0.6 0.4
H 0.7 0.3 -0.1
H 0.0 0.1 -0.3
O -0.3 -0.1 -0.2
H 0.3 -0.2 0.2
H -0.1 0.8 -0.1
O 0.2 -0.3 0.6
H -0.4 0.1 -0.1
H -0.2 0.1 -0.2
O 0.6 -0.1 0.3
H -0.3 0.2 -0.5
H 0.1 0.0 0.3
O 0.2 -0.3 -0.4
H 0.0 0.1 0.5
H -0.2 0.0 -0.2
O 0.4 0.4 -0.1
H -0.3 0.1 -0.1
H 0.3 -0.2 -0.5
O -0.1 0.1 -0.2
H 0.0 0.2 -0.1
H -0.3 -0.4 -0.1
O -0.3 1.0 0.2
H -0.2 0.0 -0.2
H 0.2 -0.4 0.1
O 0.0 0.2 -0.5
H 0.1 0.4 0.6
H -0.1 -0.4 0.0
O 0.2 0.0 0.4
H -0.2 0.3 -0.4
H 0.2 -0.2 -0.1
O 0.6 -0.5 0.1
H -0.5 0.7 -0.1
H -0.1 -0.2 -0.1
O -0.4 -1.2 1.0
H 0.1 0.5 -0.1
H 0.0 -0.1 0.1
O 0.7 0.0 -0.1
H -0.2 0.1 -0.6
H -0.4 -0.7 0.3
O -0.3 -0.2 -0.3
H -0.3 0.1 0.3
H 0.5 0.1 -0.1
O -0.3 0.6 -0.5
H 0.4 -0.1 0.3
H 0.3 0.3 0.1
O 0.2 -0.6 -0.2
H -0.3 0.1 0.4
H 0.0 0.1 -0.1
O -0.6 0.3 -0.2
H 0.5 0.0 0.0
H 0.0 0.2 0.3
O -0.1 0.7 0.4
H 0.3 -0.1 -0.2
H -0.1 -0.5 -0.1
O -0.1 0.9 -0.3
H 0.2 -0.1 0.4
H -0.1 -0.2 0.3

Output
net charge	-1
lowest unoccupied orbital energy	0.0194	Ha
calculated total energy	-160352.511	eV
2S+1	1

***

Molecular formula: B3F12Tl
Method: DFT, ωB97M-V/def2-TZVPD

Last column: Mulliken charge in e.
Cartesian coordinates (Å):
Tl (0.07336, 0.55446, -0.43898)  2.108
B (0.46284, 1.53576, 2.16958)  0.400
F (1.32973, 0.81499, 1.45533)  -0.192
F (0.99335, 2.77009, 2.52592)  -0.355
F (-0.59054, 1.67093, 1.26401)  -0.270
F (0.08167, 0.94852, 3.32041)  -0.317
B (-1.94348, -0.17047, -2.24208)  0.532
F (-3.00403, 0.09974, -1.46402)  -0.300
F (-2.40158, -0.68624, -3.50301)  -0.346
F (-1.02267, 0.89815, -2.38833)  -0.334
F (-1.19358, -1.21014, -1.62226)  -0.233
B (1.45654, -1.43653, 0.17835)  0.266
F (1.12848, -1.08106, 1.46460)  -0.233
F (2.03444, -2.65842, 0.27999)  -0.346
F (0.37258, -1.58521, -0.62503)  -0.128
F (2.22289, -0.46456, -0.37449)  -0.252

Atomic forces in eV per Å
Tl -0.5 -0.7 -0.2
B 1.4 2.8 5.5
F 2.7 2.7 -2.3
F -0.3 0.1 -1.1
F -3.2 0.6 -2.5
F -0.8 -1.0 0.0
B -3.2 -4.5 -3.1
F -0.1 1.3 0.9
F 1.2 1.4 1.4
F 1.6 1.6 0.9
F -2.7 2.0 -1.5
B 2.7 -5.3 3.9
F -1.7 -3.0 0.0
F 1.0 -0.5 -0.7
F 0.7 0.0 0.7
F 1.1 2.6 -1.9

Output
net charge	0
lowest unoccupied orbital energy	-0.2460	Ha
calculated total energy	-39341.873	eV
2S+1	1

***

Question: calculated total energy of number 2 (AlH10O5)?
Answer: -16955.886 eV